Below is a gas-phase ion, C4H8ClN2O (charge +1) in a non-equilibrium geometry, with properties calculated with the ωB97M-V functional and the def2-TZVPD basis.

Each line ends with the Löwdin charge.
Atoms and positions in Å:
C 1.03506 -1.26119 0.25560  -0.029
N -0.11358 -0.46360 -0.02644  -0.148
C -1.06726 -1.26766 -0.69164  0.000
C -0.16100 0.80835 0.16775  -0.241
N -1.22627 1.55726 -0.03499  0.197
C 1.08131 1.67683 0.90420  -0.751
O 1.24514 1.79747 2.04790  0.142
Cl 2.05885 2.45105 -0.29427  0.790
H 1.63165 -1.43256 -0.69451  0.139
H 1.76084 -0.94081 1.08959  0.147
H 0.89322 -2.25522 0.47816  0.071
H -1.45895 -2.02896 -0.00168  0.123
H -1.95214 -0.60123 -0.98758  0.121
H -0.52751 -1.91100 -1.41797  0.126
H -1.15280 2.57894 -0.12795  0.149
H -2.04657 1.29232 -0.66616  0.164

Force components x, y, z for each atom (eV/Å):
4.78 1.27 -0.26
1.30 -0.23 0.87
-2.69 -0.30 -0.49
1.17 1.61 1.57
-2.28 1.15 -2.24
-1.05 -1.12 -1.96
-0.40 -0.34 0.91
-0.14 -0.10 -0.24
-0.39 0.88 0.85
-1.36 0.24 -1.38
-1.66 -2.12 0.95
-0.09 0.45 0.16
1.37 -1.60 -0.38
-0.72 1.01 -0.39
0.50 -0.65 0.61
1.65 -0.15 1.41

Summary:
**Net charge**: +1
**DFT total energy**: -801.86917 Eh
**Frontier orbital gap**: 11.40 eV
**Relative energy (zero: lowest compared OMol25 entry of this formula, charge and spin)**: 0.510 eV
**SMILES**: CN(C)C(=[NH2+])C(=O)Cl
**Highest occupied orbital energy**: -0.5575 Ha
**2S+1**: 1

***

Below is 2 unconnected molecules or ions with the total composition C12H16N2O in a non-equilibrium geometry, with properties calculated with the ωB97M-V functional and the def2-TZVPD basis.

Each line ends with the Löwdin charge.
Atoms and positions in Å:
C 2.83670 -0.80857 0.71172  -0.118
C 2.56322 -0.15026 1.98504  -0.250
C 1.14092 -0.15608 2.28974  -0.277
C 0.24480 -0.72693 3.07216  -0.089
N -1.13291 -0.24812 2.95265  0.049
C -0.95458 0.69799 1.81066  -0.121
N 0.29342 0.63497 1.37743  0.093
H 2.06059 -0.40540 0.05850  0.034
H 3.01926 -1.95394 0.74245  0.122
H 3.70875 -0.49357 0.18551  0.061
H 3.18872 -0.63383 2.73281  0.112
H 2.95794 0.87662 2.12609  0.131
H 0.34457 -1.35407 3.99505  0.120
H -1.95421 -0.77996 3.00410  0.087
H -1.80813 1.29994 1.50860  0.110
C 0.46234 2.09258 -1.65802  -0.102
C -0.48660 0.97153 -2.07252  -0.254
C -1.84123 1.26606 -2.25652  -0.040
C -2.68126 0.17266 -2.16457  -0.015
C -2.12383 -1.06826 -1.82426  -0.315
O -2.82597 -2.25927 -1.99061  0.029
C -0.82589 -1.28142 -1.45833  -0.035
C 0.06323 -0.28058 -1.74704  -0.068
H 0.80121 2.68520 -0.73481  0.095
H 0.01101 3.02269 -2.09611  0.073
H 1.49273 1.91639 -1.82434  0.045
H -2.27992 2.28490 -2.39224  0.127
H -3.64231 -0.01611 -2.38703  0.076
H -3.40439 -2.51788 -1.31586  0.069
H -0.33256 -2.23607 -1.03866  0.153
H 1.10436 -0.55123 -1.59159  0.097

Force components x, y, z for each atom (eV/Å):
0.34 -1.45 -2.30
1.90 0.46 2.70
-3.96 1.50 -2.23
-2.62 -2.02 4.11
4.63 3.19 -3.21
2.10 -3.22 1.72
-0.98 1.57 1.13
-0.21 -1.09 -0.33
-1.21 1.80 0.07
1.13 0.63 0.08
-0.46 -0.41 0.62
-0.44 -0.19 -0.88
0.40 0.37 -1.20
-0.95 -0.97 0.41
0.47 -0.19 -0.47
-0.61 3.46 -0.67
2.04 1.81 2.95
-0.27 -0.20 0.23
3.28 -2.00 0.58
-0.82 -0.97 0.47
0.51 0.49 -1.80
2.59 -1.35 0.03
-1.33 -0.23 0.21
-2.11 -2.06 0.80
1.14 -0.49 -0.82
1.09 -0.38 -1.90
0.91 -0.89 0.07
-3.62 0.71 -0.99
-1.27 -0.12 1.71
-1.62 1.23 -0.92
-0.05 1.02 -0.14

Summary:
**DFT total energy**: -651.45082 Eh
**Frontier orbital gap**: 8.81 eV
**Relative energy (zero: lowest compared OMol25 entry of this formula, charge and spin)**: 5.245 eV
**SMILES**: CCc1c[nH]cn1.Cc1ccc(O)cc1
**Highest occupied orbital energy**: -0.2985 Ha
**2S+1**: 1

***

Below is a single C16H25NO5 molecule, with properties calculated with the ωB97M-V functional and the def2-TZVPD basis.

Each line ends with the Löwdin charge.
Atoms and positions in Å:
C -4.16100 -3.77069 -1.04660  -0.105
C -3.57191 -2.37019 -0.94576  -0.229
C -3.84887 -1.74921 0.42521  -0.198
O -3.37037 -0.42374 0.52710  -0.034
C -2.05394 -0.17677 0.69024  -0.196
C -1.08536 -1.15735 0.91465  0.001
C 0.23689 -0.82072 1.12293  -0.018
C 0.65270 0.50588 1.11195  -0.219
C 2.09702 0.85059 1.34690  -0.157
N 2.98489 0.06066 0.50007  -0.170
C 4.37378 0.24155 0.88470  -0.190
C 5.31491 -0.73204 0.16652  -0.265
O 6.59718 -0.74746 0.74301  -0.061
C 2.71432 0.21543 -0.91774  -0.171
C 3.05955 1.57643 -1.55193  -0.248
O 2.65853 1.62974 -2.90029  -0.057
C -0.29920 1.48237 0.88936  0.042
C -1.63918 1.16851 0.67600  -0.032
C -2.54813 2.31826 0.45174  -0.446
O -2.24172 3.46170 0.70047  0.105
O -3.73135 1.98529 -0.07320  -0.030
C -4.62341 3.06133 -0.31008  -0.044
H -5.23739 -3.74495 -0.89397  0.073
H -3.96275 -4.19357 -2.02791  0.071
H -3.72477 -4.42637 -0.29587  0.073
H -2.49488 -2.40631 -1.12122  0.104
H -4.00861 -1.72362 -1.70879  0.118
H -3.44665 -2.37929 1.22862  0.123
H -4.92858 -1.65672 0.57386  0.134
H -1.35902 -2.20015 0.93616  0.106
H 0.96878 -1.59698 1.28719  0.121
H 2.34833 0.60600 2.38543  0.129
H 2.24606 1.93436 1.21812  0.123
H 4.73174 1.27362 0.73519  0.127
H 4.43391 0.03005 1.95938  0.122
H 5.47875 -0.43149 -0.86971  0.114
H 4.86647 -1.73570 0.17890  0.125
H 6.52128 -0.99980 1.67018  0.086
H 3.25948 -0.57143 -1.44911  0.117
H 1.64615 0.03729 -1.06708  0.122
H 2.50966 2.37901 -1.05698  0.119
H 4.13672 1.77876 -1.46671  0.114
H 3.08385 0.91013 -3.38007  0.086
H -0.02864 2.52795 0.87468  0.127
H -4.18382 3.77336 -1.01253  0.097
H -4.84511 3.58493 0.62260  0.098
H -5.52632 2.62134 -0.72563  0.093

Force components x, y, z for each atom (eV/Å):
0.12 0.22 0.01
-0.04 0.09 0.27
0.00 -0.38 -0.28
0.15 0.01 0.09
0.19 0.32 0.03
-0.19 -0.20 0.00
-0.07 0.22 0.00
-0.06 0.07 0.04
0.04 -0.10 0.03
0.02 0.05 0.19
0.15 -0.18 -0.11
-0.43 0.04 0.00
0.39 0.08 0.29
0.00 0.20 -0.21
0.12 -0.24 0.43
-0.11 -0.12 -0.43
-0.07 -0.18 0.01
-0.07 -0.30 -0.01
-0.11 0.36 0.00
-0.04 -0.07 -0.03
0.12 -0.17 -0.04
-0.06 0.44 0.01
-0.14 -0.07 0.01
-0.03 -0.10 -0.05
0.01 -0.13 0.06
-0.01 0.06 -0.04
0.05 0.05 0.00
-0.05 0.06 -0.02
0.12 -0.07 0.04
-0.07 -0.08 -0.01
0.08 -0.12 0.01
0.06 0.11 -0.06
-0.04 -0.02 0.07
0.03 -0.06 0.06
0.05 0.06 -0.05
-0.10 -0.06 0.00
-0.03 0.12 -0.09
0.01 0.01 -0.09
-0.07 0.02 -0.10
0.12 -0.03 -0.14
0.11 -0.01 0.06
-0.11 0.06 0.09
-0.02 0.06 0.02
0.04 0.10 0.00
-0.08 -0.05 0.06
-0.01 -0.03 -0.10
0.05 0.00 0.02

Summary:
**DFT total energy**: -1055.60125 Eh
**Frontier orbital gap**: 9.16 eV
**Relative energy (zero: lowest compared OMol25 entry of this formula, charge and spin)**: 0.369 eV
**SMILES**: CCCOc1ccc(CN(CCO)CCO)cc1C(=O)OC
**Highest occupied orbital energy**: -0.3126 Ha
**2S+1**: 1

***

Below is a molecular structure, C20H36As3NO8OsS2 in a non-equilibrium geometry, with properties calculated with the ωB97M-V functional and the def2-TZVPD basis.

Each line ends with the Löwdin charge.
Atoms and positions in Å:
Os -2.03797 0.46380 1.76304  1.654
C -3.66029 4.14406 -4.17919  -0.044
C -3.69050 3.88325 -2.69663  -0.262
C -4.48274 2.86850 -2.16987  -0.020
C -4.50526 2.61229 -0.80653  -0.047
C -3.72157 3.38932 0.03060  -0.298
C -2.95103 4.43826 -0.46372  -0.061
C -2.93960 4.67600 -1.82374  -0.033
S -3.58484 3.01090 1.74123  0.608
O -3.70183 4.21404 2.50602  -0.265
O -4.43017 1.88548 2.06213  -0.322
N -2.01520 2.43500 1.84991  -0.368
C -1.10074 3.06831 2.80793  -0.154
C -0.25208 1.97284 3.43650  -0.583
O 0.70509 2.21477 4.10288  0.133
O -0.69234 0.72616 3.16323  -0.257
H -3.96411 3.26070 -4.74044  0.079
H -2.66386 4.44166 -4.50715  0.080
H -4.34583 4.95578 -4.43726  0.089
H -5.08599 2.25941 -2.83378  0.121
H -5.10633 1.81517 -0.39183  0.116
H -2.37927 5.05757 0.21977  0.121
H -2.33953 5.48819 -2.22046  0.119
H -1.65799 3.58868 3.58422  0.127
H -0.43284 3.78527 2.33551  0.128
C 2.95850 -3.50764 3.15277  -0.340
As 1.73601 -2.01592 2.74069  1.128
C 0.28849 -2.74013 3.84592  -0.330
C 1.08771 -2.69023 0.98984  -0.362
C 1.78518 -2.09314 -0.24002  -0.695
C 1.16612 -2.71621 -1.50156  -0.069
C 1.62007 -0.55607 -0.30773  -0.346
As -0.17765 0.28560 -0.35045  1.172
C 0.51238 2.11522 -0.23888  -0.281
C -0.57650 0.25261 -2.25514  -0.247
C 3.29335 -2.40765 -0.16377  -0.390
As 4.37580 -1.82224 -1.71238  1.110
C 4.41868 -3.51520 -2.70135  -0.348
C 6.10586 -2.05771 -0.81893  -0.352
H 2.42180 -4.45112 3.03362  0.025
H 3.29049 -3.41718 4.18604  0.016
H 3.83374 -3.50791 2.50704  0.001
H -0.08601 -3.67547 3.42552  0.031
H -0.53758 -2.03538 3.92492  -0.004
H 0.68219 -2.92833 4.84283  0.020
H 0.01477 -2.49782 0.93682  0.047
H 1.21943 -3.77752 0.99971  0.084
H 0.07966 -2.61965 -1.48370  0.061
H 1.40837 -3.78168 -1.55850  0.091
H 1.54733 -2.22814 -2.40458  0.068
H 2.07748 -0.18719 -1.22299  0.037
H 2.12273 -0.09769 0.54476  0.054
H 1.23458 2.29345 -1.03374  0.040
H 1.00039 2.26280 0.72680  0.029
H -0.31593 2.81982 -0.33085  0.011
H 0.36220 0.30748 -2.79893  0.037
H -1.20455 1.11320 -2.48740  0.030
H -1.11274 -0.66013 -2.49565  0.020
H 3.43245 -3.48478 -0.03357  0.081
H 3.71624 -1.91255 0.71163  0.048
H 3.48447 -3.66769 -3.24152  0.007
H 4.58827 -4.36058 -2.03101  0.025
H 5.22976 -3.47164 -3.42887  0.016
H 6.23854 -1.27495 -0.07253  0.015
H 6.91340 -1.97995 -1.54583  0.015
H 6.15967 -3.03118 -0.32900  0.024
O -4.41422 -2.05984 0.36557  -0.232
S -3.12242 -1.47740 0.31273  0.333
O -2.21358 -1.98231 -0.68174  -0.326
O -2.41210 -1.49856 1.70428  -0.487
O -3.19600 0.08317 0.18674  -0.528

Force components x, y, z for each atom (eV/Å):
0.88 0.20 0.24
-0.05 0.05 0.05
-0.02 0.00 -0.05
-0.01 0.03 -0.03
0.04 0.00 0.13
0.06 -0.06 -0.05
-0.03 -0.02 0.06
0.02 0.04 -0.04
-0.15 0.19 0.17
0.22 0.13 0.05
0.07 0.09 -0.25
-0.61 0.19 0.17
-0.13 -0.29 -0.31
-0.11 0.17 0.00
0.13 -0.18 0.13
-0.32 -0.22 -0.29
0.02 0.03 0.01
-0.02 -0.02 0.01
0.03 -0.04 0.01
0.04 0.02 0.02
0.05 -0.03 -0.02
0.00 -0.05 -0.08
-0.02 -0.05 0.01
-0.01 0.04 0.09
0.04 0.05 -0.10
-0.09 -0.01 -0.04
0.13 -0.06 0.06
-0.18 0.02 -0.13
0.07 0.04 0.14
-0.23 0.18 -0.20
0.15 -0.02 0.13
-0.25 -0.46 0.35
1.15 0.25 -0.05
-0.15 0.02 0.10
-0.50 -0.06 0.21
-0.25 0.07 -0.18
0.05 -0.02 0.01
-0.02 -0.07 -0.04
0.01 0.00 0.04
0.06 0.00 0.00
0.00 0.02 0.02
0.01 0.04 -0.02
0.04 0.01 0.03
0.03 0.02 -0.02
0.01 0.02 0.04
-0.10 0.03 0.02
-0.05 0.03 -0.08
-0.02 0.00 -0.02
-0.04 0.06 0.00
-0.01 -0.05 -0.01
0.13 0.13 -0.09
0.00 0.09 0.04
0.04 -0.03 -0.03
-0.01 -0.02 -0.04
0.03 -0.03 -0.02
0.09 0.04 -0.01
0.02 -0.02 -0.02
0.01 -0.02 -0.03
0.02 -0.01 0.01
0.09 0.06 0.06
0.03 0.01 0.03
-0.01 0.05 -0.01
-0.01 0.00 0.01
0.00 0.00 -0.01
-0.02 0.00 -0.02
0.00 0.01 -0.01
-0.09 0.19 0.22
-0.13 -1.03 -0.95
-0.03 0.12 0.16
0.13 0.13 0.22
-0.19 -0.01 0.23

Summary:
**DFT total energy**: -9034.66359 Eh
**Frontier orbital gap (alpha / beta)**: 8.79 / 6.03 eV
**Relative energy (zero: lowest compared OMol25 entry of this formula, charge and spin)**: 0.122 eV
**Expectation value of S²**: 6.017
**Highest occupied orbital energy (alpha / beta)**: -0.3142 / -0.3148 Ha
**2S+1**: 5